(1)
Computed, not measured: C55H46N10O4Pt as an isolated structure, with ωB97M-V/def2-TZVPD.

## Properties
Kohn-Sham gap (spin up / spin down) in eV: 4.7 / 3.2
Expectation value of S²: 6.13

```
! RIJCOSX wB97M-V def2-TZVPD def2/J DEFGRID3
* xyz 2 5
Pt -15.99502 -20.53066 -7.87596
C -9.37785 -25.17984 -13.23598
O -10.70997 -25.71054 -12.95404
C -11.58172 -24.83005 -12.37277
C -12.94456 -25.01770 -12.70049
C -13.89457 -24.16704 -12.15108
C -13.48346 -23.20663 -11.18827
C -12.13236 -23.02979 -10.94167
C -11.14681 -23.82496 -11.49061
C -14.45055 -22.35415 -10.46637
C -14.19437 -20.95793 -10.35841
C -13.49845 -20.18263 -11.27676
C -13.41653 -18.91478 -10.81558
C -14.07170 -18.83814 -9.54812
N -14.70884 -20.11114 -9.33187
C -14.09121 -17.77881 -8.58597
C -15.31021 -17.59234 -7.83403
C -15.84544 -16.32115 -7.36873
C -16.86736 -16.58554 -6.52823
C -16.95493 -18.00898 -6.38874
C -17.74497 -18.69705 -5.44818
C -18.05861 -18.15748 -4.15932
C -18.62619 -16.84361 -4.02301
C -18.70093 -16.27594 -2.76413
C -18.08239 -16.89215 -1.65736
O -18.03651 -16.20714 -0.50658
C -16.65302 -15.81585 -0.10835
C -17.62471 -18.20860 -1.76328
C -17.65904 -18.85414 -2.99211
C -18.05134 -20.06305 -5.66832
N -17.30981 -20.98653 -6.43715
C -17.82760 -22.22348 -6.09314
C -17.41632 -23.50251 -6.66081
C -17.72372 -24.70252 -5.95512
C -18.10138 -24.68738 -4.55728
C -18.33143 -25.84044 -3.87458
C -18.33498 -27.11161 -4.53007
O -18.60008 -28.19010 -3.76553
C -18.74311 -29.50995 -4.33229
C -17.93173 -27.16765 -5.85609
C -17.53739 -26.00348 -6.54697
C -16.93459 -23.46454 -8.04716
C -17.19259 -24.36995 -9.08075
C -16.26260 -24.08911 -10.09288
C -15.49419 -22.95573 -9.69458
N -16.05577 -22.45894 -8.49548
C -18.95335 -22.09184 -5.26210
C -19.07646 -20.75755 -4.99918
N -16.13710 -18.61851 -7.39075
C -12.98097 -16.81573 -8.43015
C -11.76165 -16.95371 -9.11747
C -10.82581 -15.95510 -9.12108
C -10.99705 -14.84007 -8.23443
O -10.19429 -13.77635 -8.08482
C -8.74989 -13.79850 -8.19827
C -12.16109 -14.76449 -7.42033
C -13.05048 -15.80995 -7.40800
H -8.92846 -26.05545 -13.76297
H -8.84025 -24.97490 -12.31127
H -9.32824 -24.31279 -13.90417
H -13.21494 -25.76627 -13.44797
H -14.93864 -24.15395 -12.46266
H -11.80596 -22.27049 -10.23106
H -10.09096 -23.64564 -11.44757
H -13.19288 -20.56522 -12.21635
H -12.90576 -18.11501 -11.37415
H -15.44213 -15.36999 -7.72261
H -17.36343 -15.92760 -5.85358
H -18.97639 -16.33931 -4.93178
H -19.17172 -15.31950 -2.58331
H -16.75332 -14.87545 0.45375
H -15.99883 -15.69965 -0.99258
H -16.29753 -16.52605 0.65106
H -17.29656 -18.73213 -0.90738
H -17.20927 -19.88500 -3.10473
H -17.98226 -23.76270 -4.03932
H -18.65662 -25.84049 -2.81465
H -19.12201 -30.17885 -3.52737
H -17.73329 -29.94906 -4.62607
H -19.39143 -29.52190 -5.21783
H -18.01655 -28.07847 -6.43781
H -17.05995 -26.09085 -7.53338
H -17.94510 -25.14355 -9.09285
H -16.13387 -24.55334 -11.07952
H -19.64638 -22.88332 -5.16587
H -19.82629 -20.28654 -4.33099
H -11.56410 -17.78654 -9.78390
H -9.99702 -15.92737 -9.81932
H -8.43992 -12.86451 -7.73467
H -8.41325 -13.80946 -9.24125
H -8.30677 -14.58577 -7.57405
H -12.19404 -13.91200 -6.77230
H -13.79562 -15.90260 -6.57867
N -21.70890 -20.71565 -10.15422
C -20.68786 -19.99748 -10.75896
C -20.19475 -18.84106 -10.05560
C -19.17082 -18.14620 -10.67594
C -18.71526 -18.51738 -11.95308
C -19.21969 -19.71470 -12.47507
N -20.22726 -20.42200 -11.91035
H -22.30032 -20.29543 -9.45369
H -22.08875 -21.43997 -10.72701
H -20.46894 -18.66381 -8.99562
H -18.75035 -17.30892 -10.11574
H -17.82871 -18.04803 -12.38927
H -18.86152 -20.19074 -13.41652
N -13.84641 -24.08761 -6.18554
C -13.82036 -23.65041 -4.90043
N -13.71896 -24.56698 -3.94054
N -13.95486 -22.37021 -4.53978
C -13.99658 -21.52494 -5.52377
N -14.03060 -20.65151 -6.33156
H -13.60087 -25.04511 -6.43289
H -13.69534 -23.39716 -6.85251
H -13.60548 -25.56050 -4.07536
H -13.49560 -24.20485 -3.03540
*
```

***

(2)
Computed, not measured: one molecule with the formula CH6NPS, with ωB97M-V/def2-TZVPD.

## Properties
SMILES string: CSPN
Kohn-Sham gap in eV: 9.7

```
! RIJCOSX wB97M-V def2-TZVPD def2/J DEFGRID3
* xyz 0 1
C 0.84401 1.04734 -1.08406
N -0.77760 -1.10183 1.69691
P -1.32071 -1.00408 0.00775
S -0.85341 0.95867 -0.64579
H 1.00214 0.31129 -1.97079
H 1.04452 1.97783 -1.54233
H 1.60107 0.91367 -0.25551
H 0.16025 -0.55433 1.94552
H -0.14705 -1.62570 -0.55260
H -1.55322 -0.92286 2.40090
*
```

***

(3)
Computed, not measured: C7H11N5O as an isolated structure, with ωB97M-V/def2-TZVPD.

## Properties
Kohn-Sham gap in eV: 8.1

```
! RIJCOSX wB97M-V def2-TZVPD def2/J DEFGRID3
* xyz 2 1
C 3.57135 -2.59539 -0.86169
C 2.99208 -0.61372 -0.35555
C 1.87846 -1.34912 -0.71107
C 2.54924 1.22687 0.23812
C 0.11197 0.12011 -0.08260
C -1.69972 1.61976 0.26670
C -1.91981 -0.77577 0.83745
N 2.23891 -2.57659 -1.05654
N 4.01619 -1.43444 -0.31836
N 0.52719 -1.06262 -0.50896
N 0.94265 1.33749 -0.16666
N -1.09316 0.34615 0.29752
O 3.20695 2.12942 0.53550
H 4.12036 -3.43176 -0.81342
H -2.82977 1.39040 0.23849
H -1.42971 2.35298 1.01202
H -1.57242 2.03749 -0.72826
H -1.38403 -1.72482 0.74536
H -2.07360 -0.59841 2.00232
H -2.87156 -0.80481 0.29957
H 4.87006 -1.18414 0.07064
H -0.08516 -1.79709 -0.66681
H 1.13233 1.62492 -1.16777
H 0.63535 2.14169 0.34333
*
```

***

Asked for max |F| across the records above, the calculation gives 3.892 3.413 7.382 eV/A in order.